ORCA calculation (wB97M-V/def2-TZVPD) on a molecular structure, C22H30N2OPtSi.

Each line ends with the Löwdin charge.
Element x y z (Å)
Pt  0.17  -0.93  1.21  1.284
N  0.53  -1.81  5.20  0.261
C  0.32  -1.81  3.91  -0.459
O  0.46  -0.73  3.24  -0.108
C  -0.07  -3.04  3.16  -0.124
C  -0.79  -2.59  1.88  -0.186
H  0.81  -0.96  5.67  0.154
H  0.41  -2.65  5.75  0.150
H  -0.70  -3.70  3.76  0.143
H  0.85  -3.59  2.94  0.143
H  -1.80  -2.27  2.10  0.088
H  -0.83  -3.38  1.14  0.063
C  -1.55  0.15  0.87  -0.185
Si  -0.69  1.30  -0.33  0.620
C  -0.32  -0.09  -1.58  -0.170
N  0.19  -1.31  -0.82  -0.290
C  -0.58  -2.53  -1.26  -0.185
C  -0.44  -2.78  -2.76  -0.146
C  1.01  -2.59  -3.24  -0.160
C  1.96  -2.68  -2.05  -0.156
C  1.67  -1.58  -1.04  -0.154
C  -1.69  2.64  -1.09  -0.262
C  -1.30  3.97  -0.95  -0.082
C  -2.04  4.98  -1.54  -0.054
C  -3.19  4.67  -2.26  -0.044
C  -3.59  3.34  -2.39  -0.057
C  -2.85  2.33  -1.81  -0.092
C  0.90  1.64  0.58  -0.303
C  0.91  1.86  1.96  -0.124
C  2.07  2.23  2.63  -0.050
C  3.24  2.41  1.91  -0.027
C  3.26  2.21  0.53  -0.041
C  2.11  1.84  -0.13  -0.086
H  -2.29  -0.52  0.41  0.048
H  -1.93  0.49  1.84  0.056
H  0.36  0.15  -2.40  0.104
H  -1.27  -0.35  -2.05  0.090
H  -1.62  -2.40  -0.97  0.128
H  -0.17  -3.38  -0.71  0.108
H  -1.13  -2.15  -3.32  0.115
H  -0.77  -3.81  -2.93  0.131
H  1.12  -1.62  -3.73  0.116
H  1.26  -3.34  -3.98  0.125
H  3.00  -2.58  -2.36  0.133
H  1.87  -3.66  -1.58  0.124
H  2.11  -0.64  -1.35  0.106
H  2.13  -1.84  -0.07  0.118
H  -0.40  4.23  -0.39  0.105
H  -1.73  6.01  -1.44  0.117
H  -3.77  5.45  -2.71  0.119
H  -4.49  3.10  -2.95  0.116
H  -3.19  1.31  -1.92  0.102
H  -0.01  1.74  2.54  0.102
H  2.05  2.40  3.69  0.120
H  4.15  2.71  2.42  0.123
H  4.18  2.38  -0.03  0.122
H  2.12  1.75  -1.21  0.112

Calculated values
* net charge: +2
* frontier orbital gap: 7.05 eV
* LUMO energy: -7.27 eV
* electronic energy: -39438.530 eV



ORCA calculation (wB97M-V/def2-TZVPD) on 2 unconnected molecules or ions with the total composition C5H11O3 at a distorted geometry.

Each line ends with the Löwdin charge.
Element x y z (Å)
O  -3.20  1.23  1.00  -0.104
C  -2.25  1.23  0.19  -0.789
O  -2.18  2.00  -0.74  -0.056
C  -1.17  0.10  0.31  -0.121
C  -0.19  0.44  -0.84  -0.261
C  1.18  0.08  -0.39  -0.330
C  2.34  0.13  -1.47  -0.129
H  -0.71  0.08  1.27  0.079
H  -1.61  -0.83  0.15  0.083
H  -0.49  0.01  -1.84  0.122
H  -0.13  1.55  -1.21  0.138
H  1.52  0.85  0.37  0.110
H  1.36  -0.77  0.31  0.094
H  2.16  -0.64  -2.27  0.064
H  3.26  -0.11  -0.91  0.058
H  2.23  1.14  -1.97  0.073
H  -1.45  -2.22  2.82  0.112
H  -0.25  -1.76  2.33  -0.027
O  -0.44  -2.51  2.88  -0.116

Calculated values
* net charge: -1
* frontier orbital gap: 7.34 eV
* LUMO energy: 3.63 eV
* ΔE to the lowest compared entry with this formula, charge and spin: 43.8 kcal/mol
* electronic energy: -11506.170 eV



ORCA calculation (wB97M-V/def2-TZVPD) on a single C6H10O molecule.

Each line ends with the Löwdin charge.
Element x y z (Å)
C  -1.43  1.40  -1.41  -0.097
O  -1.26  0.68  -0.21  -0.133
C  -0.01  0.90  0.35  -0.308
C  0.54  -0.03  1.36  -0.157
C  0.17  -1.47  0.99  -0.124
C  1.13  -1.36  -0.21  -0.136
C  1.25  0.15  0.00  -0.147
H  -2.41  1.12  -1.82  0.089
H  -0.65  1.17  -2.14  0.093
H  -1.43  2.49  -1.23  0.089
H  0.19  1.95  0.57  0.154
H  0.93  0.28  2.32  0.131
H  0.42  -2.22  1.74  0.106
H  -0.89  -1.57  0.72  0.104
H  2.09  -1.80  0.08  0.109
H  0.83  -1.76  -1.18  0.100
H  2.17  0.72  -0.19  0.126

Calculated values
* SMILES string: CO[C@@H]1[C@@H]2CC[C@@H]21
* frontier orbital gap: 10.40 eV
* LUMO energy: 1.11 eV
* ΔE to the lowest compared entry with this formula, charge and spin: 45.3 kcal/mol
* electronic energy: -8429.277 eV



ORCA calculation (wB97M-V/def2-TZVPD) on a gas-phase ion, C5H6N (charge +1) at a distorted geometry.

Each line ends with the Löwdin charge.
Element x y z (Å)
C  -0.08  1.30  -0.05  -0.024
C  -0.87  -1.19  0.24  0.032
C  0.86  0.51  0.73  0.140
C  -0.59  -0.08  -0.71  -0.109
C  0.56  -0.79  0.20  -0.187
N  0.52  -0.70  -1.22  0.186
H  -0.85  1.86  0.77  0.230
H  0.21  1.98  -0.86  0.129
H  -1.29  -1.05  1.18  0.108
H  -1.10  -2.30  -0.10  0.187
H  1.53  0.58  1.61  0.157
H  1.11  -0.13  -1.79  0.151

Calculated values
* net charge: +1
* frontier orbital gap (alpha / beta): 7.50 / 7.63 eV
* LUMO energy (alpha / beta): -7.04 / -6.93 eV
* ΔE to the lowest compared entry with this formula, charge and spin: 162.2 kcal/mol
* electronic energy: -6758.142 eV